#P
18
Properties=species:S:1:pos:R:3:nbo_charge:R:1 method="wB97M-V/def2-TZVPD" homo_energy_ev=-14.58 total_charge=+1 orbital_gap_ev=11.32
C -1.90405 -0.05621 -0.15546 0.50
C 0.64959 -0.75589 -0.27400 0.29
C -3.34836 0.31149 -0.03747 -0.74
C 2.82682 0.53212 -0.59276 -0.43
N 0.35406 -1.60140 0.62502 -0.64
N 1.50586 0.38720 0.15953 -0.59
O -1.00747 0.73249 -0.32256 -0.59
H -1.84791 -1.11822 -0.30194 0.13
H 0.52334 -0.82437 -1.30456 0.20
H -3.85406 -0.46845 -0.71199 0.25
H -3.71754 1.34973 -0.32920 0.27
H -3.71022 0.11127 1.05140 0.28
H 3.36904 1.35637 -0.08915 0.25
H 3.36250 -0.44942 -0.39716 0.24
H 2.81811 0.65593 -1.68234 0.25
H -0.08424 -2.47930 0.46441 0.39
H 0.69213 1.00949 0.07963 0.48
H 1.81993 0.26368 1.20565 0.47

#Q
18
Properties=species:S:1:pos:R:3:nbo_charge:R:1 method="wB97M-V/def2-TZVPD" homo_energy_ev="-12.17 / -12.17" total_charge=+1 orbital_gap_ev="7.42 / 7.42"
C 0.41415 -0.90936 -0.12177 0.10
C -2.45726 -0.17432 0.31626 0.41
C -0.20792 0.28762 -0.47307 -0.11
C -3.80485 0.18982 0.04008 -0.72
N 1.65535 -1.00337 0.03000 -0.71
N 3.85485 0.79342 0.06831 -1.12
O -1.56292 0.46612 -0.33811 -0.32
H -0.32289 -1.74773 0.20562 0.19
H -2.07982 -0.95708 0.96751 0.19
H 0.33687 0.99006 -1.02058 0.22
H -4.53104 -0.07918 0.78698 0.27
H -3.94062 -0.34902 -0.96401 0.29
H -3.83502 1.35554 -0.28644 0.29
H 2.25345 -0.22565 -0.15444 0.44
H 1.99634 -1.90127 0.29562 0.41
H 3.62479 0.72107 1.04968 0.38
H 3.72796 1.77988 -0.35255 0.39
H 4.87858 0.76344 -0.04911 0.39

Winner for stability: #P

#P
10
Properties=species:S:1:pos:R:3:nbo_charge:R:1 method="wB97M-V/def2-TZVPD" homo_energy_ev=-9.79 total_charge=0 orbital_gap_ev=10.65 smiles="C=C(F)Cl.C=O"
C 0.32302 -1.70496 -1.30510 0.30
C -0.61714 1.07917 0.29213 -0.53
C -0.30478 1.31123 -0.97406 0.37
O -0.83611 -1.59104 -1.52638 -0.50
F 0.83955 0.93919 -1.59160 -0.33
Cl -1.34766 2.28665 -1.99533 0.00
H 0.85569 -1.06974 -0.68945 0.11
H 0.90591 -2.55077 -1.75271 0.09
H 0.19172 0.74481 1.00011 0.24
H -1.68430 1.27263 0.39810 0.25

#Q
10
Properties=species:S:1:pos:R:3:nbo_charge:R:1 method="wB97M-V/def2-TZVPD" homo_energy_ev=-8.75 total_charge=0 orbital_gap_ev=9.61 smiles="CO/C=C(/F)Cl"
C 2.75372 -0.12074 0.20552 -0.24
C 0.62479 0.69461 -0.13037 0.03
C -0.70949 0.47917 0.00393 0.26
H 2.72168 0.14306 1.24679 0.18
H 3.22360 0.68105 -0.36090 0.17
H 3.30577 -1.03822 0.03639 0.20
H 0.98597 1.67731 -0.10075 0.18
O 1.47213 -0.31597 -0.29819 -0.49
F -1.60629 1.48612 0.06004 -0.31
Cl -1.38656 -1.09581 0.03230 0.02

#R
10
Properties=species:S:1:pos:R:3:nbo_charge:R:1 method="wB97M-V/def2-TZVPD" homo_energy_ev="-9.74 / -8.25" total_charge=0 orbital_gap_ev="9.72 / 6.75"
C 2.59641 -0.30738 0.13902 -0.38
C 1.86224 0.64285 -0.36426 0.34
C -0.98736 0.48332 -0.23452 0.03
O -1.46722 0.76273 1.00786 -0.65
F 2.29481 1.86789 -0.83340 -0.34
Cl 4.37710 -0.17245 0.40443 -0.07
H 2.36383 -1.25873 0.43880 0.23
H -0.83309 -0.50627 -0.51340 0.16
H -0.29252 1.04929 -0.83463 0.18
H -1.42072 1.69316 1.29086 0.50

Winner for stability: #Q

#P
18
Properties=species:S:1:pos:R:3:nbo_charge:R:1 method="wB97M-V/def2-TZVPD" homo_energy_ev=-8.17 total_charge=0 orbital_gap_ev=8.89
C 1.71934 0.60461 -1.29186 -0.64
C 1.20634 0.36802 0.10420 -0.40
C 2.02897 0.24389 1.14839 -0.37
H 0.07517 -0.77683 0.19948 0.44
H 1.34725 1.55742 -1.68119 0.22
H 1.35508 -0.16234 -1.98384 0.20
H 2.81261 0.61553 -1.34850 0.20
H 1.64721 0.10374 2.15608 0.18
H 3.11427 0.28586 1.06068 0.18
C -1.98515 -0.28083 0.12837 0.56
N -1.43347 0.84863 0.55274 -0.89
N -0.93800 -1.35933 0.30416 -0.79
N -3.05555 -0.70375 -0.42666 -0.81
H -1.99349 1.68003 0.41960 0.38
H -0.08338 0.76835 0.36738 0.36
H -1.10865 -2.09710 -0.37479 0.43
H -0.98531 -1.74338 1.24493 0.42
H -3.72325 0.04747 -0.57916 0.35

#Q
18
Properties=species:S:1:pos:R:3:nbo_charge:R:1 method="wB97M-V/def2-TZVPD" homo_energy_ev=-6.61 total_charge=0 orbital_gap_ev=7.36
C -1.45909 0.05702 1.54733 0.41
C 1.40524 -0.92158 -2.38935 -0.65
N -0.72744 0.17291 -0.47002 -0.90
N -1.79921 1.36544 1.42952 -0.83
N -0.70074 -0.37325 2.58734 -0.78
C 0.60407 0.48460 -0.45646 -0.01
C 1.60433 0.02348 -1.24004 -0.34
H -0.92676 -0.54009 -1.16691 0.34
H -2.16630 -0.65940 1.15420 0.20
H -1.18221 2.02308 1.89196 0.37
H -1.76585 1.52621 0.38789 0.45
H -0.48541 -1.35711 2.62455 0.40
H 0.04515 0.22733 2.91018 0.39
H 0.87936 1.17405 0.34657 0.14
H 2.61459 0.35201 -1.02844 0.19
H 1.17793 -1.94074 -2.05541 0.20
H 0.58665 -0.62837 -3.05542 0.20
H 2.29572 -0.98559 -3.01750 0.21

Winner for stability: #Q

#P
18
Properties=species:S:1:pos:R:3:nbo_charge:R:1 method="wB97M-V/def2-TZVPD" homo_energy_ev="-7.72 / -7.70" total_charge=0 orbital_gap_ev="7.29 / 7.24"
C 0.99490 -0.92742 -0.95788 -0.51
C -0.54119 1.09655 0.38212 -0.27
C 1.37302 0.43054 -0.98447 -0.10
C -0.13870 -0.61566 0.39936 0.40
N 0.70197 -0.73215 1.56917 -0.90
N -1.43633 1.35247 -0.71454 -0.88
N -1.30679 -1.22378 0.28356 -0.84
H 0.88384 -1.71289 1.76179 0.37
H 0.34222 -0.22995 2.37260 0.38
H -1.22459 -2.13356 -0.16330 0.33
H -2.08486 0.56758 -0.76176 0.39
H -1.95261 2.21327 -0.58080 0.36
H 0.38299 -1.27051 -1.78308 0.23
H 1.74301 -1.65491 -0.65659 0.24
H -1.03052 1.06615 1.36862 0.17
H 0.22566 1.86892 0.46879 0.19
H 0.90614 1.12296 -1.66819 0.23
H 2.16185 0.78240 -0.33538 0.21

#Q
18
Properties=species:S:1:pos:R:3:nbo_charge:R:1 method="wB97M-V/def2-TZVPD" homo_energy_ev="-8.54 / -8.50" total_charge=0 orbital_gap_ev="8.18 / 8.24"
C 1.87146 1.07501 -0.04619 -0.47
C -0.58741 -1.56489 -0.90395 -0.64
C 0.08072 -0.50839 -0.04960 0.35
N 0.61605 -1.08411 1.14211 -0.83
N 0.84711 0.37308 -0.76978 -0.37
H 0.05219 -1.84424 1.49347 0.38
H 0.81112 -0.42409 1.88153 0.37
H 2.65138 0.37043 0.26616 0.22
H 1.50597 1.54877 0.88305 0.18
H 2.29627 1.84765 -0.68521 0.21
H -1.51761 -1.88334 -0.43310 0.23
H -0.83200 -1.14926 -1.87712 0.24
H 0.07127 -2.42534 -1.02479 0.23
C -1.16586 0.93895 0.19875 -0.15
N -2.40511 0.59028 0.00745 -0.67
H -2.87839 1.20812 -0.65230 0.34
H -0.79584 1.33728 1.15245 0.21
H -0.62130 1.59410 -0.58293 0.18

Winner for stability: #Q